Record 1
{"formula": "C52H43BaCl5NO2P3S", "method": "the ωB97M-V functional and the def2-TZVPD basis", "homo_ev": -6.6, "orbital_gap_ev": 6.31, "relative_energy_kcal_mol": 16.0, "e_lumo_ha": -0.01187, "symbols": ["Ba", "Cl", "C", "C", "Cl", "C", "Cl", "C", "O", "C", "O", "C", "Cl", "C", "S", "C", "C", "C", "N", "P", "C", "C", "C", "C", "C", "C", "C", "C", "C", "C", "C", "C", "P", "C", "C", "C", "C", "C", "C", "C", "C", "C", "C", "C", "C", "H", "H", "H", "H", "H", "H", "H", "H", "H", "H", "H", "H", "H", "H", "H", "H", "H", "H", "H", "H", "H", "H", "H", "H", "H", "H", "H", "H", "H", "Cl", "C", "C", "C", "C", "C", "C", "P", "C", "C", "C", "C", "C", "C", "C", "C", "C", "C", "C", "C", "H", "H", "H", "H", "H", "H", "H", "H", "H", "H", "H", "H", "H", "H"], "positions_angstrom": [[0.515266, -1.161143, -1.057143], [-4.603493, -3.503019, 3.249038], [-3.179750, -2.648296, 2.622654], [-2.359725, -1.948822, 3.496573], [-2.577908, -1.857590, 5.247320], [-1.187214, -1.338266, 2.989173], [-0.027395, -0.547221, 4.024879], [-0.804605, -1.522267, 1.674082], [0.432485, -1.234634, 1.327251], [-1.706301, -2.072915, 0.739656], [-1.457647, -2.205821, -0.575467], [-2.864553, -2.661273, 1.274855], [-3.739392, -3.603340, 0.121118], [-2.717993, 7.118231, 0.787612], [-1.343198, 7.621560, -0.352817], [-1.541053, 6.533584, -1.840217], [-0.827931, 5.187845, -1.878938], [-1.332016, 4.237772, -0.816216], [-0.784863, 2.877461, -0.933904], [0.767603, 2.365664, -0.464068], [1.066895, 3.086372, 1.158207], [1.236077, 4.456513, 1.405106], [1.347931, 4.906399, 2.726061], [1.290334, 4.015022, 3.779622], [1.163485, 2.647727, 3.529012], [1.045491, 2.169024, 2.227212], [1.865303, 3.159310, -1.633555], [1.517742, 3.014281, -2.990004], [2.429842, 3.275712, -4.023466], [3.698974, 3.732579, -3.697887], [4.075044, 3.880444, -2.372526], [3.192202, 3.579724, -1.341363], [-1.799844, 1.510229, -0.722671], [-2.579914, 1.197080, -2.370724], [-2.972823, 2.188786, -3.275831], [-3.351324, 1.866679, -4.555663], [-3.470613, 0.540333, -4.947248], [-3.119712, -0.463839, -4.061668], [-2.687166, -0.143765, -2.776697], [-3.146130, 2.027208, 0.385418], [-2.736065, 2.421912, 1.663323], [-3.659793, 2.552811, 2.663922], [-5.005265, 2.396920, 2.387960], [-5.420208, 1.958149, 1.128480], [-4.480488, 1.795563, 0.095558], [-2.762587, 7.913776, 1.500750], [-2.484496, 6.188091, 1.304994], [-3.668701, 7.106707, 0.225960], [-1.201109, 7.115026, -2.691836], [-2.608178, 6.415630, -2.010635], [0.234510, 5.352207, -1.786080], [-0.968628, 4.686705, -2.834566], [-2.443117, 4.142338, -0.944438], [-1.161230, 4.668366, 0.156720], [1.283260, 5.170668, 0.593112], [1.389805, 5.967423, 2.891824], [1.386243, 4.376091, 4.784129], [1.095975, 1.922992, 4.336522], [0.919411, 1.115860, 2.044739], [0.514007, 2.691304, -3.187851], [2.055018, 3.183699, -5.051290], [4.394659, 3.939648, -4.501051], [5.064895, 4.266483, -2.151783], [3.486677, 3.719238, -0.309362], [-2.860352, 3.241098, -3.040052], [-3.618109, 2.622086, -5.262236], [-3.891219, 0.283305, -5.902249], [-3.199872, -1.515069, -4.331496], [-2.454125, -0.915308, -2.056821], [-1.675277, 2.507786, 1.864590], [-3.309754, 2.811056, 3.647219], [-5.755184, 2.485077, 3.165480], [-6.469551, 1.748449, 0.939505], [-4.757829, 1.472421, -0.900493], [3.523983, -1.734552, 0.357694], [4.533080, -3.081940, -0.145850], [5.874702, -2.850200, -0.428344], [6.635944, -3.961078, -0.761308], [6.091614, -5.222111, -0.780781], [4.733895, -5.415747, -0.548218], [3.907459, -4.322840, -0.224990], [2.090087, -4.312978, -0.021412], [1.583766, -5.923919, -0.693205], [0.997497, -5.877289, -1.973081], [0.436617, -7.007123, -2.534238], [0.453658, -8.199925, -1.842270], [0.965494, -8.235723, -0.545118], [1.539753, -7.114095, 0.020971], [1.754912, -4.461038, 1.752848], [2.597315, -4.104638, 2.783005], [2.135887, -4.027473, 4.093733], [0.794222, -4.286966, 4.368846], [-0.072253, -4.571287, 3.308543], [0.391131, -4.651332, 2.016302], [6.315633, -1.874857, -0.345243], [7.666878, -3.785866, -1.023707], [6.777188, -6.015231, -1.055955], [4.251628, -6.380568, -0.563133], [1.041474, -4.946773, -2.523399], [-0.003564, -6.980283, -3.522079], [0.022313, -9.106561, -2.280028], [0.929319, -9.188325, -0.001802], [1.845412, -7.110562, 1.031595], [3.631554, -3.906556, 2.545955], [2.810315, -3.715321, 4.881862], [0.436525, -4.108106, 5.364937], [-1.098875, -4.712450, 3.567736], [-0.289992, -4.898104, 1.210813]], "forces_ev_per_a": [[1.22, 0.66, -0.61], [0.78, 0.47, -0.40], [-0.81, -0.11, 1.19], [0.98, 0.66, 0.52], [-0.42, -0.27, -0.89], [-0.94, -0.64, 0.82], [-0.39, -0.33, -0.01], [1.26, 0.46, -0.24], [-0.06, 0.33, -0.60], [-1.33, -1.01, -0.28], [-0.16, 0.02, 1.47], [0.49, -0.13, -0.86], [-0.60, -0.13, 0.19], [0.41, -0.15, -1.30], [-0.27, -0.68, -0.14], [-0.27, 0.17, 0.08], [-0.12, 0.05, 0.38], [-0.97, -0.19, -0.71], [-0.61, -0.05, 0.38], [0.26, -0.41, 0.21], [0.29, 0.17, 0.31], [0.01, -0.42, 0.63], [-0.39, -0.05, -0.90], [0.19, -0.63, -0.32], [-0.20, -0.15, 0.01], [0.10, 1.13, 0.00], [1.61, 0.35, -0.97], [0.80, 0.23, 0.29], [-1.13, 0.13, 0.50], [-0.07, -0.28, -0.52], [-0.02, 0.11, 0.17], [-1.07, 0.00, -0.20], [-0.34, -0.85, -0.53], [-0.29, 0.07, -0.01], [0.91, 0.32, 0.23], [-0.51, -0.54, -0.28], [0.04, -0.23, 0.36], [-0.09, -0.29, 0.33], [0.09, 0.65, 0.08], [0.53, -0.01, -0.33], [0.17, -0.58, -0.58], [0.04, 0.67, 0.25], [-0.75, -0.87, -0.39], [0.33, 0.32, -0.31], [-0.29, 0.11, 0.72], [-0.04, 0.49, 0.49], [-0.25, -0.03, -0.18], [0.44, -0.26, 0.34], [0.18, 0.33, 0.06], [-0.26, -0.11, 0.13], [0.46, 0.03, 0.13], [-0.12, 0.23, -0.36], [0.83, 0.14, 0.25], [0.12, -0.01, 0.61], [-0.07, 0.01, -0.07], [0.22, 0.27, 0.19], [-0.07, 0.08, 0.39], [0.13, 0.27, -0.01], [-0.04, -0.33, -0.07], [-0.36, -0.16, -0.40], [0.51, 0.01, 0.38], [0.09, 0.11, 0.10], [-0.07, -0.12, 0.09], [0.09, -0.08, 0.03], [-0.11, -0.02, 0.23], [-0.11, 0.52, -0.23], [0.12, 0.01, -0.37], [-0.07, 0.21, -0.05], [0.07, -0.29, 0.05], [0.05, 0.11, 0.14], [-0.09, 0.07, 0.32], [0.13, 0.10, 0.05], [0.14, 0.10, 0.05], [-0.17, -0.06, 0.10], [0.43, 0.38, 0.10], [-0.03, 0.53, -0.03], [-0.60, -0.75, 0.26], [0.12, 1.02, 0.05], [-0.08, -0.53, -0.43], [-0.43, 0.52, 0.40], [0.76, -0.08, 0.03], [0.09, -0.16, -0.43], [-0.62, 0.16, -0.61], [0.64, -0.01, 0.52], [0.08, -0.06, -0.47], [-0.22, -0.48, 0.49], [0.06, -0.96, -0.25], [-0.54, 0.24, -0.66], [-0.87, 0.34, -0.29], [0.42, -0.25, 0.08], [-0.34, -0.05, -0.11], [0.75, 0.65, -0.82], [0.35, -0.04, 0.93], [0.19, -0.35, 0.14], [-0.04, 0.28, -0.05], [0.22, -0.22, 0.05], [-0.38, -0.31, 0.12], [0.24, -0.28, -0.19], [-0.21, 0.06, -0.04], [0.01, 0.13, -0.04], [0.15, 0.39, 0.17], [0.03, 0.50, -0.10], [0.49, -0.17, 0.96], [0.22, 0.11, 0.14], [-0.02, -0.09, 0.00], [-0.29, -0.24, 0.27], [-0.63, -0.10, -0.24], [-0.11, 0.12, -0.04]]}


Record 2
{"formula": "C17H21ClN4O2", "method": "the ωB97M-V functional and the def2-TZVPD basis", "homo_ev": -7.5, "smiles": "Cc1nn(CC(=O)Nc2ccc(N3CCOCC3)cc2)c(C)c1Cl", "orbital_gap_ev": 8.08, "relative_energy_kcal_mol": 29.0, "e_lumo_ha": 0.02016, "symbols": ["C", "C", "N", "N", "C", "C", "O", "N", "C", "C", "C", "C", "N", "C", "C", "O", "C", "C", "C", "C", "C", "C", "C", "Cl", "H", "H", "H", "H", "H", "H", "H", "H", "H", "H", "H", "H", "H", "H", "H", "H", "H", "H", "H", "H", "H"], "positions_angstrom": [[-3.019371, -5.250547, 3.616306], [-2.455919, -3.885812, 3.771183], [-2.803633, -2.872593, 2.999544], [-2.116877, -1.806802, 3.421501], [-2.256721, -0.566579, 2.721170], [-1.047680, -0.294528, 1.801682], [0.035284, -0.793408, 1.999975], [-1.351327, 0.569776, 0.804194], [-0.514597, 1.072136, -0.207509], [0.831926, 0.750877, -0.316009], [1.594277, 1.269441, -1.343904], [1.049818, 2.131979, -2.301139], [1.801859, 2.721271, -3.307090], [1.268564, 2.805931, -4.654040], [1.668182, 1.556797, -5.454460], [3.067766, 1.394176, -5.493025], [3.604780, 1.298168, -4.190579], [3.238399, 2.539875, -3.367513], [-0.305089, 2.462782, -2.163230], [-1.069203, 1.940540, -1.144071], [-1.303854, -2.098491, 4.462334], [-0.424615, -1.112419, 5.133800], [-1.508834, -3.442378, 4.713700], [-0.762239, -4.377676, 5.944456], [-2.223670, -5.961447, 3.398410], [-3.739512, -5.254978, 2.803909], [-3.508337, -5.562786, 4.538020], [-2.337429, 0.260790, 3.435574], [-3.175895, -0.640897, 2.136000], [-2.304015, 0.903033, 0.750117], [1.280658, 0.081488, 0.397926], [2.630443, 0.976043, -1.393355], [0.184736, 2.893550, -4.640791], [1.692663, 3.694020, -5.134446], [1.343925, 1.639528, -6.493049], [1.199376, 0.671319, -4.995093], [4.685519, 1.212342, -4.313527], [3.219737, 0.393189, -3.696058], [3.658206, 2.489148, -2.364408], [3.652034, 3.421962, -3.869802], [-0.765509, 3.155657, -2.850010], [-2.112195, 2.216971, -1.068243], [0.305565, -0.722074, 4.426851], [-1.005652, -0.280132, 5.532637], [0.098460, -1.599243, 5.952062]], "forces_ev_per_a": [[0.03, 0.10, -0.01], [0.18, 0.27, 0.10], [-0.55, -0.44, -0.55], [0.23, -0.07, 0.43], [0.25, 0.04, -0.08], [-0.55, 0.00, 0.18], [0.20, -0.10, -0.01], [-0.35, 0.20, -0.09], [0.35, 0.10, -0.19], [-0.17, -0.10, 0.23], [-0.01, 0.19, -0.31], [-0.15, -0.11, 0.38], [0.24, 0.33, -0.17], [0.03, -0.33, -0.32], [-0.33, 0.23, 0.01], [0.09, 0.05, -0.09], [0.11, 0.17, 0.29], [0.14, -0.30, -0.13], [0.03, -0.07, -0.05], [0.09, -0.16, 0.09], [0.02, -0.31, 0.21], [0.02, 0.02, -0.09], [0.02, 0.49, -0.15], [0.03, -0.04, 0.03], [-0.01, -0.10, -0.01], [-0.06, -0.05, -0.04], [-0.04, -0.08, 0.01], [-0.04, -0.06, -0.10], [0.07, 0.06, 0.13], [0.12, -0.17, 0.11], [0.01, -0.02, 0.03], [0.08, -0.02, -0.04], [0.03, 0.06, -0.02], [-0.10, -0.04, -0.03], [-0.06, -0.03, 0.06], [0.02, 0.07, -0.06], [-0.04, -0.03, 0.08], [0.06, 0.05, -0.03], [0.03, 0.03, -0.01], [0.05, -0.08, 0.07], [-0.02, 0.08, -0.05], [-0.11, 0.04, 0.00], [0.05, 0.03, 0.03], [0.01, 0.05, 0.08], [0.01, 0.02, 0.07]]}


Record 3
{"formula": "C21H21IrN3OTe", "method": "the ωB97M-V functional and the def2-TZVPD basis", "homo_ev": [-10.2, -10.2], "orbital_gap_ev": [5.53, 5.52], "total_charge": 1, "e_lumo_ha": [-0.17091, -0.17096], "symbols": ["Ir", "O", "C", "N", "C", "C", "C", "C", "C", "C", "N", "C", "C", "C", "C", "C", "N", "H", "H", "H", "H", "H", "H", "H", "H", "H", "H", "C", "C", "C", "C", "C", "C", "Te", "C", "C", "C", "H", "H", "H", "H", "H", "H", "H", "H", "H", "H", "H"], "positions_angstrom": [[0.877979, -1.247305, -0.446644], [-2.270549, -2.159707, -1.563387], [-1.170295, -2.676696, -1.364906], [-0.035891, -2.440434, -2.037423], [-0.113263, -1.705415, -3.268249], [1.089404, -0.831543, -3.465893], [1.479005, -0.454529, -4.747661], [2.585223, 0.356640, -4.915481], [3.271033, 0.777882, -3.784810], [2.824514, 0.361871, -2.545448], [1.758394, -0.422306, -2.380840], [-0.908267, -3.564656, -0.179796], [-1.612687, -4.731610, 0.056132], [-1.289544, -5.479023, 1.177909], [-0.306315, -5.003509, 2.032922], [0.346953, -3.821990, 1.722074], [0.067015, -3.125575, 0.626091], [-1.023268, -1.079030, -3.277084], [-0.188175, -2.416588, -4.099928], [0.919610, -0.809616, -5.598860], [2.910262, 0.648039, -5.902953], [4.134747, 1.415782, -3.871852], [3.342811, 0.659336, -1.646068], [-2.381302, -5.034406, -0.637634], [-1.794528, -6.409704, 1.389563], [-0.041211, -5.542504, 2.927619], [1.119887, -3.427097, 2.367137], [-0.380503, 4.833878, 4.114661], [-0.487107, 3.789535, 3.056317], [-1.482377, 3.876094, 2.088607], [-1.661615, 2.890272, 1.138375], [-2.730723, 3.046758, 0.104944], [-0.831333, 1.752881, 1.144193], [-1.404624, 0.170079, -0.140243], [0.237366, 1.695795, 2.054577], [1.240891, 0.582084, 2.093736], [0.388355, 2.708733, 2.990328], [-1.109530, 5.621290, 3.945565], [0.614863, 5.271016, 4.145571], [-0.571269, 4.398419, 5.094423], [-2.132732, 4.738143, 2.083313], [-3.144727, 4.051126, 0.131309], [-3.540415, 2.333389, 0.279031], [-2.322885, 2.871131, -0.893065], [1.391070, 0.106845, 1.090658], [0.929587, -0.189813, 2.797024], [2.201883, 0.972579, 2.419587], [1.204285, 2.643457, 3.696559]], "forces_ev_per_a": [[-1.30, -2.22, -2.45], [0.60, -1.33, -0.36], [-2.09, 0.53, 0.60], [2.84, 1.19, 1.37], [-0.54, 0.59, -0.26], [-0.33, -0.29, -0.40], [0.16, 0.00, 0.20], [-0.16, -0.07, 0.22], [-0.11, -0.15, 0.05], [0.50, 0.40, 0.10], [-1.01, -0.02, 1.50], [-0.39, -0.18, 0.06], [0.14, 0.17, 0.02], [0.10, 0.19, 0.01], [0.02, 0.06, -0.17], [0.29, -0.04, 0.44], [-0.06, 1.61, -0.60], [0.22, -0.06, -0.14], [0.00, 0.13, 0.10], [-0.08, -0.07, -0.03], [0.00, 0.05, -0.05], [0.10, 0.03, 0.12], [-0.02, 0.06, 0.07], [-0.08, 0.00, -0.01], [-0.06, -0.03, 0.01], [0.07, -0.01, 0.08], [0.01, 0.03, 0.00], [0.11, 0.04, 0.18], [-0.14, -0.25, -0.40], [0.35, -0.06, 0.37], [0.25, -0.51, -0.30], [-0.10, -0.06, -0.05], [0.43, 0.35, 0.31], [1.00, -0.16, 0.08], [-0.49, 0.09, -0.50], [-0.22, -0.17, 0.28], [-0.15, 0.16, 0.02], [0.02, 0.10, 0.05], [0.08, 0.09, 0.00], [-0.03, 0.01, 0.10], [-0.12, 0.09, -0.02], [-0.11, 0.00, -0.01], [-0.12, 0.05, -0.11], [-0.09, 0.00, -0.03], [0.15, 0.01, -0.25], [0.03, -0.19, -0.09], [0.17, -0.19, -0.18], [0.13, 0.04, 0.11]]}


Record 4
{"formula": "C5H7N3O2", "method": "the ωB97M-V functional and the def2-TZVPD basis", "homo_ev": -8.5, "orbital_gap_ev": 8.10, "relative_energy_kcal_mol": 174.3, "e_lumo_ha": -0.01378, "symbols": ["C", "C", "C", "C", "C", "N", "N", "N", "O", "O", "H", "H", "H", "H", "H", "H", "H"], "positions_angstrom": [[-1.001347, -1.053508, -1.256568], [0.076274, 1.542476, -0.272738], [1.171387, 0.141739, -1.753938], [-1.037205, -0.841824, 0.207434], [-1.380631, 0.492961, 0.959180], [-0.129204, -0.439480, -1.975090], [1.233980, 0.997034, -0.691543], [2.397525, 0.706126, 0.134598], [2.180205, -0.369911, -2.209991], [-0.254632, 1.329494, 1.019282], [-1.723481, -1.547627, 0.606376], [-0.025488, -1.168665, 0.507475], [-2.419943, 0.901116, 0.633073], [-1.734172, 0.270014, 1.954950], [-0.074572, -0.754792, -2.913152], [3.039953, 0.214988, -0.395299], [2.125226, -0.000794, 0.823505]], "forces_ev_per_a": [[-1.88, 0.12, 0.57], [-1.75, -0.33, -0.90], [1.08, -1.35, 0.26], [0.61, 0.66, 0.98], [-2.79, -0.94, -0.83], [1.86, 0.63, -2.17], [1.50, 0.45, 2.13], [-1.81, 1.03, 2.39], [-1.68, 0.72, -0.33], [1.56, 0.81, -0.06], [-0.57, -0.79, 0.35], [-0.14, 0.01, 0.50], [2.16, 0.17, -0.64], [1.01, -0.35, 0.74], [-0.33, -0.55, -1.16], [1.53, -0.73, -1.98], [-0.34, 0.44, 0.15]]}


- Number 1 is which compound?
  C52H43BaCl5NO2P3S


- What is the formula in the third record?
  C21H21IrN3OTe